{"formula": "C75H195N5O45S15", "method": "ωB97M-V/def2-TZVPD", "symbols": ["C", "C", "N", "C", "C", "C", "C", "H", "H", "H", "H", "H", "H", "H", "H", "H", "H", "H", "H", "H", "H", "H", "C", "C", "N", "C", "C", "C", "C", "H", "H", "H", "H", "H", "H", "H", "H", "H", "H", "H", "H", "H", "H", "H", "C", "C", "N", "C", "C", "C", "C", "H", "H", "H", "H", "H", "H", "H", "H", "H", "H", "H", "H", "H", "H", "H", "C", "C", "N", "C", "C", "C", "C", "H", "H", "H", "H", "H", "H", "H", "H", "H", "H", "H", "H", "H", "H", "H", "C", "C", "N", "C", "C", "C", "C", "H", "H", "H", "H", "H", "H", "H", "H", "H", "H", "H", "H", "H", "H", "H", "O", "S", "O", "O", "C", "C", "C", "H", "H", "H", "H", "H", "H", "H", "H", "O", "S", "O", "O", "C", "C", "C", "H", "H", "H", "H", "H", "H", "H", "H", "O", "S", "O", "O", "C", "C", "C", "H", "H", "H", "H", "H", "H", "H", "H", "O", "S", "O", "O", "C", "C", "C", "H", "H", "H", "H", "H", "H", "H", "H", "O", "S", "O", "O", "C", "C", "C", "H", "H", "H", "H", "H", "H", "H", "H", "O", "S", "O", "O", "C", "C", "C", "H", "H", "H", "H", "H", "H", "H", "H", "O", "S", "O", "O", "C", "C", "C", "H", "H", "H", "H", "H", "H", "H", "H", "O", "S", "O", "O", "C", "C", "C", "H", "H", "H", "H", "H", "H", "H", "H", "O", "S", "O", "O", "C", "C", "C", "H", "H", "H", "H", "H", "H", "H", "H", "O", "S", "O", "O", "C", "C", "C", "H", "H", "H", "H", "H", "H", "H", "H", "O", "S", "O", "O", "C", "C", "C", "H", "H", "H", "H", "H", "H", "H", "H", "O", "S", "O", "O", "C", "C", "C", "H", "H", "H", "H", "H", "H", "H", "H", "O", "S", "O", "O", "C", "C", "C", "H", "H", "H", "H", "H", "H", "H", "H", "O", "S", "O", "O", "C", "C", "C", "H", "H", "H", "H", "H", "H", "H", "H", "O", "S", "O", "O", "C", "C", "C", "H", "H", "H", "H", "H", "H", "H", "H"], "xyz": [[8.3955, 4.2136, -7.2046], [8.1241, 3.4658, -5.8993], [7.7742, 2.0822, -6.2555], [6.7690, 1.5584, -5.2611], [5.3113, 2.2851, -5.4486], [8.9224, 1.1874, -6.3874], [8.4407, -0.1578, -6.9877], [7.5547, 4.2056, -7.8983], [9.3259, 3.8342, -7.6271], [8.5441, 5.2882, -7.0986], [8.9136, 3.6158, -5.1630], [7.2001, 3.9549, -5.5911], [6.4826, 0.5295, -5.4788], [7.0402, 1.7969, -4.2326], [5.2390, 3.2612, -4.9690], [4.9594, 2.4547, -6.4662], [4.6140, 1.6911, -4.8578], [9.6342, 1.1415, -5.5632], [9.4280, 1.6957, -7.2084], [8.1034, -0.8267, -6.1959], [9.2446, -0.6036, -7.5734], [7.6475, -0.1111, -7.7338], [3.7394, 6.3940, 2.5845], [2.4988, 7.3182, 2.6688], [2.8471, 8.7254, 2.6200], [1.6501, 9.4965, 2.3814], [0.6653, 9.6134, 3.5065], [3.5126, 9.1919, 3.8316], [5.0132, 9.1371, 3.7339], [4.3047, 6.2573, 3.5063], [4.3493, 6.7382, 1.7492], [3.4031, 5.3949, 2.3075], [1.9184, 7.0739, 1.7791], [1.8659, 7.0571, 3.5170], [1.9386, 10.4982, 2.0629], [1.2265, 8.9812, 1.5194], [-0.1752, 10.1013, 3.0130], [0.3503, 8.6530, 3.9147], [0.9664, 10.1277, 4.4192], [3.1713, 8.5321, 4.6292], [3.2739, 10.2481, 3.9568], [5.3949, 9.4531, 4.7047], [5.4630, 9.8231, 3.0161], [5.5986, 8.2455, 3.5089], [0.0178, 2.9390, -4.4178], [-0.2318, 4.2345, -3.5147], [0.9552, 4.8216, -2.8374], [0.6003, 5.9736, -2.0661], [0.2455, 5.4234, -0.6175], [1.9933, 5.1723, -3.8582], [1.6957, 6.2946, -4.8907], [0.2786, 3.1557, -5.4537], [-0.9676, 2.4732, -4.4291], [0.7115, 2.2227, -3.9774], [-0.5981, 4.9683, -4.2327], [-1.0888, 4.2200, -2.8413], [1.3815, 6.7259, -1.9583], [-0.1824, 6.5988, -2.4959], [-0.4833, 4.6129, -0.6251], [1.1705, 5.0128, -0.2127], [-0.1200, 6.3191, -0.1153], [2.1624, 4.2339, -4.3864], [2.8884, 5.3186, -3.2536], [1.1788, 5.8222, -5.7261], [2.6675, 6.5434, -5.3170], [1.1977, 7.1824, -4.5008], [7.3223, -1.1046, -2.5449], [6.5636, -1.8648, -1.4272], [5.4122, -1.0630, -0.9236], [4.2573, -0.9203, -1.8703], [3.8861, -2.1222, -2.7113], [5.8777, 0.2479, -0.4474], [4.7805, 0.8668, 0.5717], [7.7268, -0.1919, -2.1072], [6.6236, -0.8734, -3.3489], [8.1779, -1.7129, -2.8381], [6.3508, -2.8944, -1.7148], [7.2644, -1.9264, -0.5947], [4.4288, -0.1069, -2.5753], [3.3644, -0.6290, -1.3173], [4.4753, -2.0182, -3.6224], [2.8908, -1.8818, -3.0849], [3.8485, -3.1453, -2.3372], [6.8145, 0.1597, 0.1027], [5.9053, 0.9694, -1.2639], [3.7526, 0.5173, 0.4746], [5.1004, 0.6737, 1.5956], [4.7094, 1.9541, 0.5432], [-4.8288, -1.0712, -8.3077], [-5.0988, 0.3810, -8.0600], [-5.7938, 0.8783, -6.8504], [-4.8994, 0.8821, -5.6039], [-5.4367, 1.3488, -4.2003], [-7.0700, 0.1442, -6.5520], [-8.1055, 0.4314, -7.6125], [-4.3741, -1.2308, -9.2854], [-5.8015, -1.5616, -8.3457], [-4.1755, -1.3921, -7.4964], [-4.0682, 0.7190, -7.9520], [-5.6985, 0.6392, -8.9329], [-4.5280, -0.1381, -5.5071], [-4.0573, 1.5081, -5.8990], [-6.4052, 0.9102, -3.9597], [-4.7420, 1.0642, -3.4101], [-5.5336, 2.4345, -4.2002], [-7.5132, 0.4305, -5.5982], [-6.8654, -0.9252, -6.5007], [-7.8454, -0.0848, -8.5366], [-8.1788, 1.4629, -7.9571], [-9.1115, 0.1175, -7.3341], [-2.2634, 5.9328, 2.5942], [-3.7144, 6.0804, 2.3497], [-4.6127, 4.9526, 2.3804], [-4.1897, 7.1023, 3.6039], [-3.6945, 8.4338, 3.6761], [-3.6513, 8.7257, 5.1392], [-3.9542, 7.1195, 0.9008], [-4.2701, 9.2280, 3.2007], [-2.6574, 8.4080, 3.3417], [-4.5150, 8.4336, 5.7366], [-3.5163, 9.7933, 5.3126], [-2.8998, 8.2081, 5.7354], [-3.4134, 8.0642, 0.8439], [-5.0208, 7.3375, 0.8471], [-3.6453, 6.3654, 0.1769], [-1.2921, -4.9084, 2.6069], [-2.2768, -5.6487, 3.4056], [-3.6869, -5.2408, 3.6074], [-2.1969, -7.1791, 2.7855], [-3.1385, -7.4195, 1.8098], [-4.1751, -8.3916, 2.4373], [-1.6981, -5.8346, 5.1581], [-2.6663, -7.8220, 0.9136], [-3.5357, -6.4564, 1.4895], [-3.6292, -9.1432, 3.0075], [-4.6549, -8.9141, 1.6097], [-4.9588, -7.9555, 3.0569], [-2.0498, -4.8831, 5.5569], [-0.6091, -5.8042, 5.1227], [-2.0350, -6.7386, 5.6654], [-5.4699, -6.2403, -3.2894], [-5.4165, -5.7826, -1.8877], [-4.4530, -6.3052, -0.9496], [-5.4268, -4.0757, -2.0457], [-5.1473, -3.3370, -0.8543], [-5.6504, -1.9202, -1.0756], [-7.1042, -6.0113, -1.1657], [-4.0805, -3.3870, -0.6361], [-5.5734, -3.8181, 0.0261], [-5.5258, -1.4187, -0.1159], [-6.7220, -1.9212, -1.2753], [-5.1874, -1.2855, -1.8311], [-7.2579, -5.6236, -0.1587], [-7.3516, -7.0726, -1.1892], [-7.7815, -5.5429, -1.8798], [-0.6833, 1.4559, 6.2782], [-1.9991, 1.3747, 5.6206], [-2.8942, 0.1608, 5.7014], [-2.8846, 2.7898, 6.0501], [-4.1628, 3.0995, 5.5371], [-4.4542, 4.5822, 5.8781], [-1.7907, 1.7481, 3.8025], [-4.9668, 2.4547, 5.8920], [-4.1256, 2.9855, 4.4538], [-3.5825, 5.0982, 5.4756], [-4.5577, 4.7672, 6.9472], [-5.3408, 4.8928, 5.3253], [-0.9364, 1.2089, 3.3932], [-1.6859, 2.8302, 3.7239], [-2.6718, 1.4014, 3.2625], [7.6668, -4.2583, 0.6608], [6.2283, -4.6264, 0.8320], [5.4158, -4.9410, -0.3237], [6.2126, -5.8461, 1.9730], [7.1233, -6.9500, 1.7296], [7.6356, -7.5021, 3.0893], [5.4338, -3.3714, 1.8897], [7.9371, -6.5802, 1.1058], [6.5709, -7.5967, 1.0479], [6.6614, -7.5379, 3.5769], [8.2454, -6.8566, 3.7215], [8.1689, -8.4523, 3.1193], [4.3696, -3.5728, 2.0123], [5.4804, -2.4372, 1.3300], [5.8859, -3.1577, 2.8581], [-0.8618, -0.2012, -1.7023], [-0.9258, 0.7222, -0.5989], [-1.9049, 1.7868, -0.4774], [-0.7715, -0.1180, 0.8479], [0.2956, -1.1019, 0.9730], [-0.1841, -2.1061, 1.9682], [0.6969, 1.6730, -0.6783], [1.1367, -0.4505, 1.2100], [0.3506, -1.5687, -0.0105], [-0.5786, -1.5715, 2.8323], [0.4571, -2.8673, 2.4126], [-1.0464, -2.6825, 1.6332], [0.7686, 2.4834, -1.4037], [1.4794, 1.0529, -1.1155], [1.0695, 2.0042, 0.2910], [-7.1548, 5.5387, 0.3228], [-6.5712, 4.6077, -0.6577], [-7.2020, 4.1995, -1.9255], [-5.0518, 5.1504, -1.0002], [-4.4571, 4.2615, -1.9709], [-4.2089, 5.0485, -3.2789], [-6.0999, 3.0468, 0.1433], [-5.0535, 3.3566, -2.0867], [-3.4908, 3.9035, -1.6156], [-3.5823, 4.4792, -3.9655], [-3.7635, 6.0362, -3.1600], [-5.2153, 5.1288, -3.6896], [-6.5450, 2.2144, -0.4018], [-6.4681, 3.1006, 1.1678], [-5.0259, 2.8974, 0.2538], [-6.3192, -3.6636, -7.0625], [-4.9926, -4.1860, -7.4108], [-4.2753, -4.0918, -8.6555], [-3.9109, -3.5093, -6.3803], [-4.2437, -3.5531, -5.0177], [-2.9271, -3.8055, -4.3257], [-4.8919, -5.9408, -6.7972], [-4.9670, -4.3256, -4.7564], [-4.6076, -2.5478, -4.8057], [-2.9656, -4.0318, -3.2601], [-2.1527, -3.0821, -4.5808], [-2.6124, -4.7945, -4.6590], [-3.8575, -6.2828, -6.8310], [-5.3973, -6.5964, -7.5063], [-5.2196, -6.0086, -5.7599], [3.0938, -0.1170, -6.0516], [2.9571, -1.4989, -6.6977], [3.6981, -2.6541, -6.1697], [1.3361, -1.9560, -6.7194], [0.3356, -1.5006, -5.8159], [-0.9203, -0.8948, -6.5442], [3.2474, -1.3782, -8.5256], [0.6992, -0.7334, -5.1323], [0.0807, -2.3812, -5.2262], [-0.8035, 0.1411, -6.8626], [-1.7570, -0.8625, -5.8465], [-1.2469, -1.6053, -7.3036], [4.2192, -1.7717, -8.8235], [3.1937, -0.3359, -8.8399], [2.5130, -1.9856, -9.0546], [0.7289, -8.2667, -5.6682], [0.9634, -6.8406, -5.2675], [0.1875, -5.6996, -5.8241], [0.7427, -6.7981, -3.6471], [0.5269, -5.5890, -3.0697], [1.0859, -5.4103, -1.6351], [2.8517, -6.4070, -5.3036], [-0.5246, -5.3259, -3.1841], [1.0634, -4.8305, -3.6398], [2.0751, -5.8539, -1.5226], [0.3500, -5.6896, -0.8810], [1.2868, -4.3547, -1.4525], [3.4530, -7.1753, -4.8176], [2.8988, -5.4748, -4.7407], [3.1740, -6.3408, -6.3427], [1.0720, -7.2927, 3.9992], [1.9394, -6.3992, 3.1755], [2.0324, -4.9877, 3.6280], [3.4323, -6.9606, 2.9361], [3.5683, -8.3273, 2.4721], [4.2581, -9.2912, 3.4532], [1.1566, -6.4940, 1.4726], [4.2368, -8.2006, 1.6206], [2.5681, -8.7323, 2.3182], [5.3404, -9.1846, 3.5265], [4.0291, -10.2217, 2.9337], [3.9103, -9.2604, 4.4858], [0.3741, -7.2525, 1.4933], [1.9090, -6.6596, 0.7016], [0.7202, -5.5007, 1.3678], [-6.8250, -1.0580, 1.9900], [-5.6842, -0.4401, 2.6201], [-5.1149, 0.7828, 1.9933], [-5.9433, -0.1366, 4.2387], [-6.8430, -0.9035, 5.0203], [-6.3021, -1.3241, 6.3547], [-4.3271, -1.6766, 2.8023], [-7.3402, -1.6889, 4.4510], [-7.5985, -0.1448, 5.2242], [-7.1575, -1.5337, 6.9969], [-5.6545, -0.5078, 6.6747], [-5.6408, -2.1874, 6.2804], [-4.6771, -2.3750, 3.5625], [-3.4071, -1.1494, 3.0546], [-4.1597, -2.1556, 1.8376], [4.3542, 4.9973, 5.9553], [3.0400, 4.4650, 6.3392], [2.6695, 4.2371, 7.7197], [1.9170, 5.5486, 5.7145], [0.6160, 5.2905, 6.0290], [-0.1906, 5.3439, 4.6983], [2.7342, 2.8549, 5.3612], [0.3642, 6.0545, 6.7645], [0.3849, 4.2881, 6.3896], [-1.1748, 4.9061, 4.8649], [0.3797, 4.7674, 3.9700], [-0.3816, 6.2310, 4.0944], [3.4920, 2.1910, 5.7773], [2.7877, 3.1537, 4.3143], [1.7144, 2.4963, 5.5003], [-1.8453, -4.5444, 8.0328], [-2.1708, -3.2767, 8.7135], [-3.3840, -2.5502, 8.4231], [-2.0996, -3.5515, 10.3365], [-3.3055, -3.6500, 11.0847], [-4.4501, -4.7895, 10.7337], [-0.9036, -2.0199, 8.5470], [-3.8332, -2.6976, 11.1355], [-3.0981, -3.9958, 12.0974], [-4.9678, -5.0141, 11.6662], [-3.9365, -5.6668, 10.3404], [-5.0994, -4.4277, 9.9365], [-1.0345, -1.7270, 7.5053], [0.0592, -2.4164, 8.8692], [-1.1160, -1.1713, 9.1972], [1.6745, 0.1369, 4.1230], [2.8663, -0.6970, 4.0482], [3.3556, -1.2725, 2.8572], [4.1319, 0.1586, 4.7691], [5.5365, -0.2130, 4.5937], [6.1666, 1.1624, 4.4613], [2.7801, -2.0529, 5.2426], [5.8703, -0.8955, 3.8121], [5.7396, -0.8152, 5.4792], [7.2403, 1.2506, 4.6274], [5.7576, 1.8999, 5.1519], [5.9938, 1.5203, 3.4464], [1.8299, -2.0341, 5.7762], [3.6129, -2.2506, 5.9175], [2.7408, -3.0155, 4.7327]], "mulliken_charge": [-1.245, -0.353, 0.186, -0.331, -1.389, -0.356, -1.262, 0.270, 0.317, 0.434, 0.364, 0.187, 0.255, 0.235, 0.420, 0.343, 0.239, 0.350, 0.326, 0.224, 0.460, 0.290, -1.792, -0.011, -0.005, -0.600, -0.658, -0.012, -1.636, 0.131, 0.454, 0.492, 0.086, 0.465, 0.362, 0.356, 0.370, -0.018, 0.359, 0.099, 0.471, 0.421, 0.363, 0.315, -1.486, -0.603, 0.406, -1.221, -0.487, -0.600, -1.293, 0.413, 0.424, 0.325, 0.773, 0.072, 0.624, 0.344, -0.019, 0.166, 0.280, 0.281, 0.536, 0.306, 0.436, 0.302, -1.064, -0.933, 1.061, 0.383, -1.094, -0.803, -0.136, 0.214, 0.114, 0.543, 0.296, 0.532, 0.241, -0.729, 0.226, 0.340, 0.189, 0.603, 0.125, -0.300, -0.420, 0.515, -0.306, -1.170, 0.043, 0.154, -1.106, 0.081, -1.621, 0.335, 0.283, -0.081, 0.382, 0.447, -0.160, 0.283, 0.325, 0.280, 0.180, 0.460, 0.086, 0.291, 0.369, 0.422, -0.368, 1.093, -0.517, -0.359, 0.113, -1.467, -0.896, 0.293, 0.151, 0.370, 0.426, 0.256, 0.451, 0.417, -0.010, -0.312, 0.959, -0.595, -0.247, -0.078, -1.327, -0.900, 0.346, 0.291, 0.320, 0.411, 0.271, 0.305, 0.225, 0.396, -0.555, 0.905, -0.474, -0.319, -0.210, -0.728, -1.034, 0.241, 0.574, -0.205, 0.390, 0.172, 0.339, 0.425, 0.338, -0.581, 0.915, -0.264, -0.306, 0.339, -1.064, -0.211, 0.216, -0.085, -0.024, 0.439, 0.353, 0.156, 0.088, -0.053, -0.657, 1.132, -0.550, -0.208, -0.463, -1.020, -0.459, 0.604, 0.279, 0.115, 0.300, 0.340, 0.165, -0.087, 0.410, -0.136, -0.409, 0.145, 0.485, 0.004, -0.669, 0.145, -0.069, 0.439, -0.025, 0.070, 0.264, -0.390, -0.187, 0.420, -0.671, 1.312, -0.612, -0.283, 0.290, -1.489, -1.266, 0.369, 0.047, 0.301, 0.315, 0.454, 0.616, 0.566, 0.134, -0.629, 1.222, -0.628, -0.062, -0.324, -0.661, -0.770, 0.554, -0.293, 0.444, -0.223, 0.392, 0.293, 0.444, 0.221, -0.465, 1.283, -0.620, -0.396, 0.773, -1.272, -1.146, 0.050, -0.289, 0.460, 0.117, 0.451, 0.374, 0.342, 0.367, -0.621, 1.000, -0.444, -0.406, 0.612, -1.061, -0.537, -0.039, -0.023, 0.325, 0.264, 0.286, 0.346, -0.017, 0.370, -0.626, 0.672, -0.480, -0.032, -0.315, -1.159, -0.921, 0.191, 0.522, 0.231, 0.372, 0.283, 0.452, 0.714, -0.099, -0.612, 0.727, -0.088, -0.111, -0.455, -0.884, 0.092, 0.421, 0.318, 0.438, 0.130, 0.206, 0.358, -0.133, -0.249, -0.625, 1.106, -0.634, -0.279, -0.831, 0.172, -0.569, 0.301, 0.429, 0.034, 0.226, -0.092, 0.345, 0.294, 0.034, -0.604, 1.058, -0.544, -0.300, -0.350, -0.987, -0.811, 0.286, 0.375, 0.388, 0.283, 0.254, 0.201, 0.416, 0.314, -0.232, 0.957, -0.257, -0.199, 0.137, -1.119, -0.934, -0.079, 0.462, 0.423, 0.220, 0.160, 0.334, 0.411, 0.108], "gap_ev": 7.918, "total_charge": 0, "largest_force_ev_per_a": 4.92, "e_homo_ev": -7.84}